124
Properties=species:S:1:pos:R:3:forces:R:3:mulliken_spin:R:1 method="wB97M-V/def2-TZVPD" lumo_ev="-3.40 / -2.53" multiplicity=2 molar_mass_g_mol=998.29 total_charge=+1 homo_lumo_gap_ev="6.0 / 7.1"
V -0.32936 -0.83137 0.37538 0.6 -0.4 -0.2 1.284
S 0.39396 -2.97995 0.05518 -0.1 0.0 0.0 -0.097
S -0.71719 -0.49187 -1.84499 -0.1 0.1 -0.1 -0.087
S 0.52059 3.02520 -1.76169 0.0 0.0 0.2 0.004
S 2.70667 -0.81516 -1.04675 0.2 0.0 0.0 0.004
S -1.60502 -2.14711 -2.68524 0.0 0.0 0.1 0.019
P 1.32926 -0.77926 2.57031 -0.1 0.1 0.0 0.011
P -2.68351 -1.77341 0.79880 0.0 0.0 0.0 0.004
O 1.64205 -0.03933 -0.27641 -0.6 0.0 0.0 -0.019
N -1.10437 0.39385 1.60332 0.1 0.1 -0.3 -0.112
N 0.29568 4.08480 -4.16464 0.1 0.0 0.0 0.000
N -3.40593 3.31839 -1.41831 0.0 -0.1 0.0 0.000
N 1.04219 5.50817 -2.53046 0.0 0.0 0.1 0.000
N -3.89749 3.23084 0.62634 0.0 0.0 0.0 0.000
C -4.42300 -0.65145 2.75896 0.0 0.0 0.0 0.008
C -3.23489 -0.58708 2.03926 0.0 0.0 0.1 -0.008
C 2.50243 -0.62795 -2.80308 0.0 -0.1 -0.1 0.001
C -4.00792 4.52827 -1.11269 0.0 0.0 0.0 0.000
C -1.88467 -3.64880 2.78260 0.1 0.0 0.0 0.022
C -2.72671 -4.56700 0.57228 0.0 0.0 0.0 -0.002
C 1.16523 1.00287 2.21869 0.0 0.2 0.2 0.005
C 0.43652 -3.70445 -1.56402 0.1 0.0 0.0 0.008
C 3.98187 1.56086 -0.50025 0.0 0.0 0.0 0.001
C -0.11556 1.40263 1.81378 -0.1 0.1 0.0 0.005
C -2.31988 0.44664 2.28287 -0.1 0.0 0.1 0.031
C 2.26811 -0.52849 -5.54188 0.0 0.0 0.0 0.000
C 1.37184 -4.73742 -1.68340 0.0 0.0 0.0 -0.004
C -4.03059 -1.87313 -0.47652 0.0 0.0 0.0 -0.011
C 4.15084 -0.82211 3.36933 0.0 0.0 0.0 -0.001
C -0.39890 2.74803 1.57631 0.2 0.0 -0.1 -0.018
C -0.46755 -0.87297 4.74259 0.0 0.0 0.0 0.017
C 1.66177 0.29109 5.20343 0.0 0.0 0.0 -0.001
C 2.46920 0.61015 -3.43126 0.0 0.0 0.0 -0.001
C 4.13808 0.21614 -0.80119 0.1 0.0 0.0 -0.001
C 3.11890 -2.85074 2.37773 0.0 0.0 0.0 -0.004
C 3.09434 -1.31832 2.38180 0.0 0.1 -0.1 0.006
C 5.11833 2.32759 -0.29190 0.0 0.0 0.0 0.001
C -2.63416 1.41740 3.24104 0.0 0.0 -0.1 -0.010
C 0.46708 5.06340 -5.21864 0.0 0.0 0.0 0.000
C 2.43977 -1.81311 -3.52315 0.0 0.0 0.0 -0.003
C 0.62140 4.27095 -2.87078 0.0 0.0 -0.2 0.000
C -4.73840 0.32029 3.69549 0.0 0.0 0.0 -0.012
C -0.13283 -4.04602 -3.88300 0.0 0.0 0.0 0.005
C -3.31728 2.48440 -0.35485 0.0 0.1 0.2 0.001
C -0.32027 -3.35725 -2.68392 0.0 0.0 0.0 -0.010
C 6.37963 1.75279 -0.38178 0.0 0.0 0.0 0.000
C -4.26725 -0.54964 -1.19272 0.0 0.1 0.0 0.000
C 0.78825 -5.07274 -3.98497 0.0 0.0 0.0 -0.004
C -3.83702 1.34991 3.92711 0.0 0.0 0.0 0.007
C 2.34517 0.65123 -4.80776 0.0 0.0 0.0 0.000
C -2.82099 -3.43789 1.60071 -0.1 0.0 0.0 -0.015
C -5.37848 -2.39880 0.02987 0.0 0.0 0.0 -0.002
C 1.55083 -5.41583 -2.87588 0.0 0.0 0.0 0.002
C 6.51752 0.40382 -0.68110 0.0 0.0 0.0 0.000
C 1.01743 -0.84637 4.40557 0.1 -0.1 0.0 -0.016
C 2.31962 -1.75807 -4.90519 0.0 0.0 0.0 0.001
C 1.86548 3.31082 2.15648 0.0 0.0 0.0 -0.005
C -2.98315 2.92653 -2.74914 0.0 0.0 0.0 0.002
C 5.38972 -0.37614 -0.88940 0.0 0.0 0.0 0.000
C 0.58644 3.69591 1.77100 0.0 0.0 0.0 0.004
C 2.15343 1.97466 2.36556 0.0 -0.1 0.0 0.001
C -4.32436 4.47433 0.19580 0.0 0.0 0.0 0.000
H 2.98751 1.98474 -0.42266 0.0 0.0 0.0 0.000
H -2.18799 -3.03151 3.62528 0.0 0.0 0.0 0.001
H 1.96078 -5.00873 -0.81583 0.0 0.0 0.0 0.001
H 2.26492 -2.67536 -5.47581 0.0 0.0 0.0 0.000
H 0.07055 3.13243 -4.40027 0.0 0.0 0.0 0.000
H -0.90454 0.11521 4.60186 0.0 0.0 0.0 -0.002
H 4.21967 0.25955 3.44790 0.0 0.0 0.0 0.000
H -2.77266 -5.52463 1.09400 0.0 0.0 0.0 0.000
H 1.50259 5.40458 -5.29069 0.0 0.0 0.0 0.000
H 7.50048 -0.04304 -0.74411 0.0 0.0 0.0 0.000
H -3.83235 2.56414 -3.33028 0.0 0.0 0.0 0.000
H 2.64071 4.05506 2.28867 0.0 0.0 0.0 0.000
H 3.15541 1.68912 2.65008 0.0 0.0 0.0 0.000
H -5.32311 -3.30080 0.63567 0.0 0.0 0.0 0.000
H 7.26101 2.35743 -0.21348 0.0 0.0 0.0 0.000
H 1.47070 -1.79961 4.70157 0.0 0.0 0.0 -0.002
H -1.78785 -4.53837 0.01985 0.0 0.0 0.0 0.000
H 5.48181 -1.43267 -1.11283 0.0 0.0 0.0 0.000
H 1.23568 1.24993 4.90550 0.0 0.0 0.0 0.000
H 2.43154 -3.27863 1.65128 0.0 0.0 0.0 0.006
H -4.01560 2.87535 1.56110 0.0 0.0 0.0 -0.001
H 2.17731 -0.48511 -6.61962 0.0 0.0 0.0 0.000
H 0.91579 -5.59542 -4.92358 0.0 0.0 0.0 0.000
H -4.06091 2.10439 4.67119 0.0 0.0 0.0 0.000
H -0.84173 -3.43987 2.53829 0.0 0.0 0.0 -0.003
H 3.97675 -1.22757 4.36672 0.0 0.0 0.0 0.000
H -4.66607 0.19394 -0.50222 0.0 0.0 0.0 0.000
H -5.91401 -1.63096 0.58691 0.0 0.0 0.0 0.000
H 2.47413 -2.76649 -3.00971 0.0 0.0 0.0 0.000
H -5.10886 -1.47085 2.59822 0.0 0.0 0.0 0.000
H -4.99779 -0.70756 -1.98947 0.0 0.0 0.0 0.000
H 5.01948 3.37988 -0.05791 0.0 0.0 0.0 0.000
H -5.66678 0.26727 4.24725 0.0 0.0 0.0 0.000
H 1.43579 0.14853 6.26256 0.0 0.0 0.0 0.000
H 1.18086 5.68416 -1.55035 0.0 0.0 -0.1 0.000
H -0.60416 -1.14099 5.79204 0.0 0.0 0.0 0.000
H -1.37349 3.02171 1.20112 -0.1 0.0 0.0 0.000
H -0.18627 5.92777 -5.07546 0.0 0.0 0.0 0.000
H 2.52059 1.52144 -2.85285 0.0 0.0 0.0 0.001
H 2.86652 -3.24546 3.36546 0.0 0.0 0.0 0.000
H 2.73927 0.35414 5.09864 0.0 0.0 0.0 0.000
H 2.28171 -6.21127 -2.93637 0.0 0.0 0.0 0.000
H -1.02203 -1.57143 4.12831 0.0 0.0 0.0 -0.006
H 0.19348 4.60617 -6.16556 0.0 0.0 0.0 0.000
H 0.94474 6.29517 -3.14743 0.0 0.0 0.0 0.000
H -5.99013 -2.63602 -0.84287 0.0 0.0 0.0 0.000
H 0.36435 4.74007 1.59341 0.0 0.0 0.0 0.000
H -4.16148 5.30520 -1.84095 0.0 0.0 0.0 0.000
H -3.62945 -2.59520 -1.18644 0.0 0.0 0.0 0.000
H -3.54468 -4.54598 -0.14704 0.0 0.0 0.0 0.000
H -4.80375 5.19393 0.83517 0.0 0.0 0.0 0.000
H 5.12643 -1.18825 3.04176 0.0 0.0 0.0 0.000
H 4.12867 -3.19599 2.14599 0.0 0.0 0.0 0.000
H -2.23698 2.14201 -2.64550 0.0 0.0 0.0 0.000
H -0.71866 -3.75229 -4.74503 0.0 0.0 0.0 -0.001
H -1.93230 2.20610 3.47436 0.0 0.0 0.0 -0.001
H -3.36210 -0.11665 -1.61155 0.0 0.0 0.0 -0.001
H 2.32272 1.60798 -5.31451 0.0 0.0 0.0 0.000
H -2.53465 3.77801 -3.26103 0.0 0.0 0.0 0.000
H -3.83637 -3.43334 2.00704 0.0 0.0 0.0 -0.002
H -1.94594 -4.68965 3.10620 0.0 0.0 0.0 0.000
H 3.36788 -0.95848 1.38739 0.0 0.0 0.1 0.002

124
Properties=species:S:1:pos:R:3:forces:R:3:mulliken_spin:R:1 method="wB97M-V/def2-TZVPD" lumo_ev="-8.28 / -7.78" multiplicity=2 molar_mass_g_mol=985.06 total_charge=+3 homo_lumo_gap_ev="7.2 / 7.7"
Br -0.22261 -1.32858 -1.68448 -0.2 -0.2 -0.3 0.002
Cr 0.60869 -0.64014 0.46427 -0.5 0.6 0.6 1.065
S 1.57062 0.21360 2.52780 0.0 -0.1 -0.2 -0.006
P -0.49131 -2.91176 2.53134 0.2 0.2 -0.2 0.003
P -1.99243 -0.29466 2.38207 0.0 0.0 0.0 0.001
Si -0.00226 -2.95552 -5.38906 0.0 -0.1 -0.2 0.000
O -1.11235 0.08717 1.18817 0.3 -0.1 -0.2 -0.028
O 0.11613 -2.40251 1.22186 0.1 0.1 0.0 -0.003
O 0.76758 1.40789 -0.24793 0.3 -0.5 -0.2 0.003
N 3.66424 0.58350 0.81024 -0.1 -0.1 -0.2 -0.004
N 2.55211 -1.38545 0.11915 0.3 0.1 0.0 -0.018
N 3.19086 2.34460 1.96067 -0.2 0.2 0.0 -0.001
C -5.76157 -1.75432 2.18064 0.0 0.0 0.1 0.000
C -4.53629 -1.33662 2.67152 0.1 0.0 0.0 0.000
C 3.79633 -3.40512 -0.22609 0.0 -0.1 -0.1 0.001
C 2.32808 -5.54820 3.58692 0.0 0.0 0.0 0.000
C 2.14435 1.30111 -2.28963 0.0 0.0 0.0 0.003
C 3.70817 -0.77593 0.40930 0.0 0.0 0.0 -0.008
C -1.15787 -1.50551 3.46350 -0.1 -0.1 -0.2 0.000
C -2.78877 -2.54372 -5.80686 -0.1 -0.1 0.0 0.000
C -4.98442 -1.40015 -0.07773 0.0 0.0 0.0 -0.002
C -2.22080 -4.31845 0.91205 0.0 0.1 -0.1 0.003
C -3.52968 -5.48781 3.08733 0.0 0.0 0.0 0.000
C 2.80938 -5.06463 4.80049 0.0 0.0 0.0 0.000
C 2.61620 -2.69123 -0.19711 0.0 0.0 -0.1 -0.008
C 1.30809 -4.87905 2.93223 0.1 0.0 0.1 0.001
C -2.17606 -3.91371 -3.82936 -0.1 -0.1 0.0 0.000
C -3.52809 -0.96122 1.77925 0.0 0.0 0.0 0.000
C 0.87888 -5.06156 -3.70138 0.1 -0.1 0.0 0.000
C -2.37144 1.10307 3.41898 -0.1 0.0 -0.1 -0.001
C 4.58982 1.56223 0.45020 0.0 -0.2 -0.1 0.000
C 2.48700 -3.20263 -4.06036 0.1 0.0 0.0 -0.003
C 1.24316 -3.24207 4.71443 0.0 0.0 0.0 0.000
C 4.28993 2.65319 1.16800 -0.1 0.2 0.2 0.000
C 2.27108 -3.91542 5.36136 0.0 0.0 0.0 0.000
C -1.83272 1.28790 4.69181 0.0 0.0 -0.1 0.001
C -1.80219 -4.82960 -6.16336 0.1 -0.1 -0.1 0.000
C -1.81530 -4.04652 2.21367 -0.1 0.0 0.1 0.001
C -3.08459 3.32879 4.91002 0.0 0.0 0.0 0.000
C 2.51003 3.28838 2.85403 0.1 0.0 0.0 0.000
C -1.76849 -3.56388 -5.27581 -0.1 0.3 0.2 0.001
C -0.41190 -0.24464 -5.99674 0.0 0.0 0.0 0.001
C 2.81545 1.07832 1.74330 0.3 0.1 0.1 0.005
C 1.94772 -4.78125 -5.96054 0.0 0.0 -0.1 0.000
C 4.93371 -1.40532 0.37845 0.2 0.0 0.0 -0.001
C 1.43698 2.18088 -1.28969 0.0 0.0 0.0 -0.001
C -3.62575 3.14753 3.64156 0.0 0.0 0.0 0.000
C -3.27541 2.03538 2.89599 0.1 0.0 0.0 0.001
C -2.19193 2.40339 5.43357 0.0 0.0 0.0 0.000
C -2.46427 -4.63250 3.30572 0.1 0.0 -0.1 0.000
C -3.94102 -5.75664 1.78492 0.0 0.0 0.0 0.000
C 1.37740 -4.03718 -4.73315 -0.1 0.1 0.4 0.000
C 0.76470 -3.72145 3.49884 -0.1 0.0 0.0 -0.001
C 1.89149 -1.08763 -6.42826 0.0 0.1 -0.1 0.000
C -3.74708 -0.99433 0.40376 0.0 -0.1 0.0 0.000
C -3.28970 -5.17799 0.70373 0.0 0.0 0.0 0.000
C 4.98172 -2.75125 0.05839 0.1 0.0 0.0 0.000
C -5.98720 -1.77298 0.80761 0.0 0.0 0.0 0.000
C 0.40584 -1.47134 -6.45229 0.1 0.1 0.2 0.000
C 0.02464 -1.86868 -7.89774 0.0 -0.1 0.0 0.000
H -3.37061 4.19140 5.49953 0.0 0.0 0.0 0.000
H 2.82743 -5.34661 -5.63864 0.0 0.0 0.0 0.000
H 4.76095 3.62288 1.19305 -0.1 0.0 0.0 0.000
H -0.22546 0.00782 -4.94606 0.0 0.0 -0.1 -0.001
H 0.91908 -5.26291 1.99391 0.0 0.0 0.0 0.000
H -3.77763 -3.00966 -5.76642 0.0 0.0 0.0 0.000
H 0.68779 2.79120 -1.79044 0.0 0.0 0.0 0.000
H -4.37217 -1.28623 3.74428 0.0 0.0 -0.1 0.000
H 2.42630 4.25104 2.35737 0.0 0.0 0.0 0.000
H -1.71010 -3.85078 0.07646 0.0 0.0 0.0 -0.002
H -1.13865 0.57376 5.11662 0.0 0.0 0.0 -0.001
H -2.61158 -2.25794 -6.84260 0.0 0.0 0.1 0.000
H -1.15896 -5.62957 -5.78718 -0.1 0.1 -0.1 0.000
H 3.05699 -2.61121 -4.77257 0.0 0.0 0.1 0.000
H -1.52464 -4.62290 -7.20345 -0.1 0.0 0.1 0.000
H 5.92756 -3.27897 0.05629 0.0 0.0 0.0 0.000
H -1.04334 -2.05021 -8.02275 0.1 0.0 0.0 0.000
H 5.35427 1.39384 -0.29051 -0.1 0.0 0.1 0.000
H 3.77466 -4.46147 -0.46046 0.0 0.1 0.0 0.000
H -1.78250 2.54756 6.42540 0.0 0.0 0.0 0.000
H -3.61812 -5.39657 -0.30501 0.0 0.0 0.0 0.000
H -1.87998 -1.84975 4.20867 0.1 0.0 0.0 0.000
H 2.54530 -1.89812 -6.75618 0.0 0.1 0.0 0.000
H 5.82859 -0.85707 0.64136 0.0 0.0 0.0 0.000
H 2.09364 -2.53639 -3.28238 0.0 -0.1 -0.1 0.003
H -2.11732 -3.04669 -3.16586 0.0 -0.1 -0.1 0.002
H 1.72302 -5.70117 -3.42393 0.0 0.0 0.0 0.000
H 2.21213 -0.74286 -5.44327 0.0 0.0 -0.1 0.000
H 2.64236 -3.54868 6.30946 0.0 0.0 0.0 0.000
H -0.10685 0.61237 -6.60548 0.0 0.0 0.0 0.000
H 0.56867 -2.75222 -8.24846 0.0 0.1 0.0 0.000
H -1.48316 -0.37803 -6.13386 0.1 0.1 0.0 0.000
H 1.23220 -5.49302 -6.38121 0.1 0.0 0.0 0.000
H -4.33097 3.86599 3.24372 0.0 0.0 0.0 0.000
H 0.09987 -5.71551 -4.09418 0.1 0.0 0.0 0.000
H -2.95673 -0.70386 -0.27769 0.0 0.0 0.0 0.001
H 0.29432 -1.03796 -8.55723 0.0 -0.1 0.0 0.000
H -2.12267 -4.43824 4.31931 0.0 0.0 -0.1 0.000
H 1.43140 0.75441 -2.90278 0.0 0.0 0.0 -0.003
H -1.58096 -4.71825 -3.40179 -0.1 0.1 0.0 0.000
H -0.33771 -1.00138 3.97473 0.0 0.0 0.0 0.000
H -6.95818 -2.06916 0.42917 0.1 0.0 0.0 0.000
H -0.08713 1.80708 -0.05282 -0.1 -0.1 0.2 -0.002
H 2.26825 -4.10560 -6.75911 0.0 -0.1 0.1 0.000
H 3.06931 3.40564 3.77919 0.1 0.0 0.0 0.000
H 1.67578 -3.16056 -0.43893 -0.1 0.0 0.1 0.000
H 2.14266 2.84651 -0.79436 0.0 0.0 0.1 0.000
H -4.03689 -5.95182 3.92420 0.0 0.0 0.0 0.000
H 2.73326 -6.45999 3.16404 0.0 0.1 0.0 0.000
H -5.16905 -1.41731 -1.14461 0.0 0.0 0.0 0.000
H -2.82955 -5.20833 -6.17067 0.1 0.0 0.0 0.000
H -3.70759 1.87999 1.91316 0.0 0.0 0.0 0.000
H 3.18593 -3.90109 -3.58587 0.0 0.1 0.0 0.000
H 1.52146 2.90330 3.07995 -0.1 0.0 0.0 0.000
H 0.82050 -2.35384 5.17086 0.0 -0.1 0.0 0.000
H -3.21795 -4.24949 -3.85286 0.0 0.0 0.0 0.000
H 3.59711 -5.59675 5.31982 0.0 0.0 0.0 0.000
H -4.77101 -6.43149 1.61462 0.0 0.0 0.0 0.000
H 2.75685 1.93169 -2.93784 0.0 0.0 0.0 0.000
H 2.79725 0.57871 -1.79720 0.0 0.0 0.0 0.001
H 0.50502 -4.57341 -2.79588 0.1 -0.1 -0.1 0.000
H 2.03142 -0.25935 -7.12958 0.0 0.0 0.0 0.000
H -6.54833 -2.04784 2.86508 0.0 0.0 0.0 0.000
H -2.82759 -1.64500 -5.18972 0.0 -0.1 0.0 0.000